(1)
The following is a DFT calculation (ωB97M-V/def2-TZVPD) of a molecular structure, C5H7N3 in a non-equilibrium geometry.

The total charge is 0. The total energy comes out at -358.73629 Eh. The calculation puts the HOMO energy at -8.864 eV. As for the HOMO-LUMO gap: 8.77 eV.

```
15
Properties=species:S:1:pos:R:3:forces:R:3
C -0.52190 -0.67730 -1.24286 1.91 -8.57 -4.18
C -1.15264 0.48179 -0.84530 -3.02 4.90 0.45
C 1.18958 0.71996 0.52250 2.14 -0.07 0.72
C -0.27862 -1.10004 1.21272 1.89 -3.98 2.27
C 0.33561 -1.50922 -0.11766 -6.11 -1.99 -3.04
H 0.03458 -0.65659 -2.48048 -1.33 0.37 4.02
H -1.37456 -1.59096 -1.47560 1.99 2.86 0.39
H -2.23643 0.53480 -0.98594 0.19 -0.17 -0.51
H 2.21426 1.05345 0.91074 -1.57 -0.56 -0.60
H -0.12818 -1.85682 2.06392 -0.14 0.76 -1.36
H -1.02474 -0.49265 1.58649 -1.61 1.91 -0.71
H 0.27466 -2.75325 -0.19989 1.42 3.49 -0.19
N -0.75397 1.63988 -0.38550 -2.42 -2.86 0.07
N 0.43902 1.67338 0.15281 3.43 1.16 0.18
N 1.00183 -0.70314 0.71901 3.23 2.75 2.50
```
Positions in Å, forces in eV/Å.

(2)
The following is a DFT calculation (ωB97M-V/def2-TZVPD) of a molecular structure, C5H7N3 in a non-equilibrium geometry.

The total charge is 0. The total energy comes out at -358.86595 Eh. The calculation puts the HOMO energy at -9.356 eV. As for the HOMO-LUMO gap: 10.17 eV.

```
15
Properties=species:S:1:pos:R:3:forces:R:3
C -1.68165 -0.93349 0.53763 0.08 1.41 0.58
C -0.85368 -0.20515 -0.57061 -0.35 -1.63 -0.39
C -0.43614 1.27438 -0.31186 -0.52 0.65 0.32
C 0.89347 0.68344 -0.01320 4.75 0.05 0.66
C 0.64560 -0.51836 -0.50549 -0.24 -1.83 0.39
H -0.93603 -1.23132 1.32778 -1.15 0.09 -0.54
H -2.21369 -1.79784 0.11069 0.39 0.23 0.34
H -2.47156 -0.22207 0.98594 1.19 -1.13 -0.62
H -1.27250 -0.44556 -1.52309 -0.56 0.33 -0.78
H -0.38478 1.94961 -1.18828 -0.43 -0.38 0.51
H -0.97850 1.68724 0.53137 -0.04 0.47 -0.02
H 2.99831 1.27266 0.67765 -1.72 -1.25 -0.59
N 2.25498 0.58819 0.34863 0.71 0.37 -0.10
N 2.73960 -0.69677 0.05603 -3.47 0.60 -0.77
N 1.69657 -1.40494 -0.46318 1.36 2.02 1.00
```
Positions in Å, forces in eV/Å.

(3)
The following is a DFT calculation (ωB97M-V/def2-TZVPD) of a single C5H7N3O molecule in a non-equilibrium geometry.

The total charge is 0. The total energy comes out at -434.00245 Eh. The calculation puts the HOMO energy (spin up / spin down) at -8.865 / -9.258 eV. As for the HOMO-LUMO gap (spin up / spin down): 7.75 / 9.25 eV.

```
16
Properties=species:S:1:pos:R:3:forces:R:3
C 0.69893 -0.19875 0.02581 -0.83 0.54 -0.16
C 0.78649 1.28301 0.05196 1.14 0.21 1.36
C -0.50906 -0.73373 0.03100 -2.28 0.01 0.29
C 2.22421 1.91835 -0.06901 -1.05 -3.32 -2.82
C -0.92116 -2.16171 0.04075 4.43 1.38 0.01
N -0.22511 1.98082 0.31241 0.58 0.24 -0.51
N -2.80489 -0.23598 -0.02170 -2.35 0.15 -0.18
N -1.67464 0.13458 0.10612 4.08 1.01 0.21
O -3.82931 0.41222 -0.00569 0.14 -0.66 -0.03
H 1.54577 -0.85570 0.03523 0.45 0.05 -0.15
H 2.61277 1.32687 -1.05268 -0.73 2.17 1.68
H 2.05564 2.97313 -0.13244 0.74 0.51 -0.18
H 2.94343 1.51757 0.63557 -0.30 0.43 0.74
H -1.79227 -2.16823 -0.41374 -4.40 -0.80 -1.74
H -0.22614 -2.68722 -0.55776 0.79 -0.94 -0.49
H -0.88467 -2.50521 1.01414 -0.41 -1.00 1.97
```
Positions in Å, forces in eV/Å.

(4)
The following is a DFT calculation (ωB97M-V/def2-TZVPD) of a single C5H7N3O2 molecule in a non-equilibrium geometry.

The total charge is 0. The total energy comes out at -509.31541 Eh. The calculation puts the HOMO energy (spin up / spin down) at -9.012 / -9.012 eV. As for the HOMO-LUMO gap (spin up / spin down): 8.45 / 8.45 eV.

```
17
Properties=species:S:1:pos:R:3:forces:R:3
C -1.29681 1.40109 -0.01166 2.92 -0.92 2.31
C -0.51217 -0.01704 -0.11653 -1.19 1.19 -2.76
C 1.02483 0.19251 -0.22837 -1.79 -0.95 0.17
O 1.47978 1.27234 -0.46055 0.78 0.39 -0.31
C 1.87953 -0.96176 0.21019 1.06 -0.32 -0.55
C 3.28794 -0.95147 0.38632 -2.82 3.22 -0.95
N 3.57215 -2.01832 1.09864 -0.20 -2.14 0.33
O 4.58809 -2.50680 1.56618 3.43 0.71 0.59
N 2.55722 -2.74995 1.27453 -4.69 -2.92 -0.15
N 1.46638 -2.20808 0.64192 1.53 1.27 1.30
H -0.80609 1.84072 1.00363 -1.49 -0.37 -2.55
H -1.03830 2.03108 -0.90736 -0.49 -0.61 1.14
H -2.35765 1.18462 0.15115 0.27 0.36 -0.24
H -1.05588 -0.55643 -1.00950 1.67 0.63 1.42
H -0.61836 -0.65306 0.72625 -0.69 -0.37 1.01
H 3.93944 -0.11127 0.26067 0.27 -0.06 -0.21
H 0.53909 -2.62053 0.90232 1.43 0.89 -0.55
```
Positions in Å, forces in eV/Å.